Below is a cluster of 4 separate species, C39H72ClN4O16PS in total, with properties calculated with ωB97M-V/def2-TZVPD.

```
134
Properties=species:S:1:pos:R:3:lowdin_charge:R:1
C -0.56 1.66 4.31 0.035
C -1.92 1.04 4.47 -0.507
O -2.21 0.41 5.43 0.158
O -2.87 1.23 3.49 0.118
C -2.38 1.30 2.20 -0.457
O -2.56 2.28 1.56 0.172
C -1.73 0.05 1.67 -0.012
C -0.71 0.40 0.60 -0.248
N 0.05 1.43 0.85 0.224
C 0.93 1.73 -0.15 -0.154
C 1.79 2.84 0.01 -0.162
C 1.75 3.65 1.28 -0.137
C 0.47 4.49 1.39 -0.168
C 0.15 5.26 0.10 -0.193
C -1.14 4.74 -0.55 -0.270
S -1.89 5.97 -1.59 0.335
O -1.71 7.29 -1.07 -0.334
O -1.46 5.77 -2.94 -0.339
Cl -3.90 5.59 -1.45 0.409
C 2.65 3.18 -1.01 0.031
C 2.71 2.46 -2.22 -0.215
C 3.64 2.92 -3.30 -0.132
C 2.98 3.27 -4.67 -0.172
C 1.46 3.47 -4.66 -0.202
C 1.02 4.43 -5.80 -0.191
C 1.11 5.91 -5.38 -0.271
N 2.37 6.59 -5.77 -0.010
C 1.89 1.37 -2.36 0.036
C 1.00 0.99 -1.34 -0.187
N 0.22 -0.11 -1.53 0.170
C -0.63 -0.39 -0.57 -0.258
P -1.65 -1.89 -0.86 0.483
N -1.31 -2.53 -2.22 -0.154
O -3.17 -1.45 -0.77 -0.126
O -1.38 -2.86 0.40 -0.126
H -0.52 2.41 3.53 0.068
H 0.16 0.87 4.14 0.096
H -0.32 2.12 5.26 0.100
H -1.20 -0.44 2.48 0.134
H -2.55 -0.56 1.30 0.112
H 2.62 4.29 1.32 0.116
H 1.82 3.01 2.15 0.109
H 0.56 5.21 2.19 0.115
H -0.35 3.82 1.63 0.074
H 0.95 5.21 -0.63 0.108
H 0.01 6.32 0.33 0.104
H -0.95 3.88 -1.19 0.106
H -1.85 4.42 0.21 0.079
H 3.29 4.04 -0.86 0.124
H 4.25 3.76 -2.97 0.107
H 4.34 2.11 -3.47 0.117
H 3.47 4.16 -5.04 0.087
H 3.22 2.50 -5.39 0.109
H 1.00 2.51 -4.89 0.105
H 1.09 3.90 -3.74 0.099
H -0.04 4.22 -5.96 0.103
H 1.58 4.24 -6.71 0.106
H 0.27 6.46 -5.78 0.099
H 1.05 6.01 -4.31 0.093
H 3.06 6.43 -5.06 0.046
H 2.71 6.17 -6.63 0.053
H 1.92 0.79 -3.27 0.133
H -0.96 -3.48 -2.14 -0.015
H -3.37 -0.89 -1.53 0.097
H -0.42 -2.88 0.52 0.079
C -8.82 8.51 -5.65 -0.112
O -9.45 7.45 -4.95 -0.194
C -9.50 6.22 -5.65 -0.197
C -9.04 5.05 -4.81 -0.183
O -7.67 5.03 -4.45 -0.117
C -7.16 6.00 -3.54 -0.182
C -7.68 5.91 -2.11 -0.204
O -9.06 6.24 -2.02 -0.192
C -9.85 5.32 -1.31 -0.116
H -9.55 9.06 -6.26 0.086
H -8.40 9.19 -4.91 0.087
H -8.01 8.16 -6.28 0.086
H -8.90 6.27 -6.57 0.122
H -10.54 6.04 -5.93 0.126
H -9.16 4.16 -5.43 0.128
H -9.68 4.91 -3.94 0.109
H -7.27 7.01 -3.93 0.115
H -6.09 5.81 -3.50 0.098
H -7.13 6.64 -1.51 0.121
H -7.48 4.92 -1.71 0.121
H -9.52 4.29 -1.47 0.086
H -10.88 5.41 -1.68 0.087
H -9.84 5.54 -0.24 0.087
C 5.13 -6.01 1.86 -0.104
O 4.58 -4.79 2.33 -0.199
C 5.48 -3.98 3.07 -0.197
C 5.47 -2.54 2.62 -0.182
O 5.97 -2.29 1.32 -0.116
C 5.26 -2.75 0.18 -0.179
C 3.92 -2.11 -0.08 -0.185
O 2.95 -2.43 0.90 -0.186
C 2.26 -1.32 1.43 -0.108
H 4.99 -6.80 2.60 0.086
H 4.59 -6.28 0.95 0.087
H 6.19 -5.91 1.61 0.087
H 6.50 -4.38 3.03 0.123
H 5.15 -4.00 4.12 0.127
H 6.15 -2.00 3.28 0.129
H 4.49 -2.08 2.76 0.109
H 5.18 -3.84 0.19 0.113
H 5.90 -2.50 -0.67 0.130
H 3.55 -2.49 -1.05 0.130
H 4.04 -1.02 -0.18 0.123
H 2.89 -0.43 1.52 0.095
H 1.90 -1.59 2.43 0.095
H 1.39 -1.08 0.80 0.055
C 1.87 -8.70 3.57 -0.110
O 2.98 -9.01 4.39 -0.199
C 2.76 -8.80 5.78 -0.196
C 3.19 -9.97 6.63 -0.183
O 2.45 -11.17 6.47 -0.118
C 2.53 -11.90 5.25 -0.182
C 3.87 -12.54 4.95 -0.197
O 4.89 -11.60 4.68 -0.194
C 6.09 -11.80 5.40 -0.116
H 1.90 -7.65 3.26 0.085
H 1.93 -9.33 2.68 0.087
H 0.92 -8.91 4.07 0.087
H 1.71 -8.57 5.98 0.122
H 3.36 -7.93 6.08 0.126
H 3.02 -9.68 7.67 0.129
H 4.26 -10.16 6.54 0.110
H 2.18 -11.30 4.41 0.112
H 1.81 -12.71 5.37 0.128
H 3.74 -13.15 4.05 0.126
H 4.15 -13.21 5.77 0.123
H 5.90 -12.18 6.41 0.087
H 6.60 -10.84 5.48 0.087
H 6.75 -12.50 4.88 0.087
```

Results
E_tot in Eh: -4151.68354
HOMO-LUMO gap in eV: 7.8790
ΔE to the lowest compared entry with this formula, charge and spin in kJ/mol: 0.0
Charge: 0
E_HOMO in Ha: -0.330
Structure (SMILES): CC(=O)OC(=O)Cc1nc2c(CCCCS(=O)(=O)Cl)cc(CCCCCN)cc2nc1P(=N)(O)O.COCCOCCOC.COCCOCCOC.COCCOCCOC
Molecular weight in g/mol: 951.51